123
Properties=species:S:1:pos:R:3 method="wB97M-V/def2-TZVPD" orbital_gap_ev=7.0 homo_ha=-0.2873 de_lowest_kcal_mol=83.4 total_energy_ev=-1702845.4369
Rb 1.21 -0.15 4.13
Rb 2.03 1.94 -0.04
C 3.46 3.45 3.43
O 2.97 4.45 4.32
O 2.28 2.69 3.21
C 4.05 4.15 2.16
F 5.02 5.11 2.42
F 4.61 3.21 1.36
F 3.15 4.78 1.45
C 3.85 4.94 5.32
C 3.04 5.80 6.17
H 1.98 5.56 6.24
H 3.46 5.87 7.17
H 3.05 6.79 5.71
H 4.62 5.56 4.86
H 4.35 4.23 5.99
H 4.24 2.93 4.00
C 0.74 -1.39 0.43
O 0.18 -0.32 -0.44
O 1.84 -0.75 1.10
C -0.34 -2.28 1.11
F 0.08 -3.05 2.11
F -1.22 -1.57 1.80
F -1.07 -3.02 0.26
C -0.93 -0.60 -1.34
C -1.46 0.68 -1.91
H -0.70 1.23 -2.46
H -2.25 0.59 -2.65
H -1.84 1.35 -1.14
H -1.81 -1.07 -0.90
H -0.49 -1.13 -2.19
H 1.32 -2.01 -0.26
Cl -6.57 -1.44 -0.47
C -5.02 -2.26 -0.30
C -4.92 -3.37 0.72
Cl -5.08 -2.73 2.40
H -4.29 -1.46 -0.16
H -4.90 -2.78 -1.26
H -4.03 -3.99 0.61
H -5.78 -4.04 0.62
Cl 0.18 2.20 6.69
C -0.48 3.33 5.48
C -1.82 2.76 4.90
Cl -1.54 1.22 3.97
H 0.25 3.60 4.71
H -0.74 4.25 6.01
H -2.40 3.47 4.30
H -2.45 2.51 5.75
Cl 2.46 4.80 -1.69
C 3.44 6.20 -2.07
C 3.84 6.21 -3.56
Cl 2.36 6.31 -4.55
H 4.27 6.16 -1.37
H 2.87 7.09 -1.83
H 4.38 5.32 -3.89
H 4.46 7.08 -3.77
Cl 4.36 -2.16 4.09
C 5.28 -1.57 2.72
C 5.55 -0.04 2.80
Cl 6.36 0.60 1.39
H 4.66 -1.73 1.84
H 6.12 -2.24 2.55
H 6.23 0.19 3.61
H 4.69 0.62 2.88
Cl -0.42 -2.86 5.10
C -1.80 -3.84 4.58
C -1.79 -5.30 5.04
Cl -3.35 -6.20 4.91
H -1.83 -3.80 3.49
H -2.69 -3.40 5.01
H -1.52 -5.33 6.10
H -1.14 -5.91 4.41
Cl 4.04 -2.07 -3.07
C 4.00 -3.22 -1.66
C 5.37 -3.29 -0.94
Cl 5.26 -4.63 0.24
H 3.44 -4.15 -1.77
H 3.38 -2.78 -0.87
H 5.55 -2.39 -0.35
H 6.07 -3.53 -1.74
Cl -5.03 -2.02 -8.20
C -4.61 -2.45 -6.59
C -5.29 -1.49 -5.61
Cl -4.73 -1.69 -3.89
H -3.52 -2.49 -6.64
H -5.03 -3.46 -6.50
H -6.38 -1.61 -5.64
H -5.20 -0.42 -5.80
C -0.06 0.25 -5.71
Br -1.47 -1.11 -5.57
Br 1.37 -0.19 -4.42
Br -0.81 2.07 -5.50
H 0.34 0.16 -6.72
C -2.18 5.88 -5.24
Br -3.53 4.95 -6.39
Br -2.11 5.08 -3.45
Br -2.50 7.83 -5.11
H -1.24 5.77 -5.78
C 2.63 -6.91 2.10
Br 2.54 -5.07 2.54
Br 2.55 -7.31 0.21
Br 1.11 -7.88 2.96
H 3.59 -7.27 2.48
C -1.99 -6.56 -1.74
Br -2.49 -4.69 -2.09
Br -3.72 -7.56 -1.79
Br -1.14 -6.78 0.10
H -1.37 -6.86 -2.58
C 0.26 -3.79 -4.50
Br -1.10 -4.66 -5.58
Br 1.73 -3.24 -5.86
Br 0.94 -5.11 -3.21
H -0.09 -2.90 -3.96
C -3.18 3.17 0.88
Br -1.23 3.21 1.06
Br -4.16 4.36 2.17
Br -3.81 1.30 0.93
H -3.44 3.58 -0.10
C -5.87 3.46 -2.97
Br -4.38 2.15 -2.81
Br -6.09 4.40 -1.25
Br -7.49 2.41 -3.56
H -5.53 4.16 -3.73

---

88
Properties=species:S:1:pos:R:3 method="wB97M-V/def2-TZVPD" orbital_gap_ev="5.8 / 5.0" multiplicity=6 homo_ha="-0.2160 / -0.2156" de_lowest_kcal_mol=139.0 total_energy_ev=-113520.0793
C 3.50 5.38 0.06
C 2.08 5.04 0.24
H 3.67 6.43 -0.22
H 4.02 4.75 -0.67
H 3.98 5.23 1.05
C 1.09 5.89 0.06
C 1.31 7.22 -0.51
H 0.11 5.68 0.48
H 1.68 7.18 -1.55
H 2.02 7.84 0.07
H 0.35 7.76 -0.53
Fe -0.17 -1.61 0.28
Cl 2.19 -2.02 -1.87
C -2.57 -0.51 1.49
O -2.01 -0.78 0.38
N -3.85 -0.21 1.51
C -4.49 -0.09 0.20
C -4.54 0.09 2.74
H -2.03 -0.53 2.43
H -4.03 -0.76 -0.54
H -4.43 0.95 -0.18
H -5.55 -0.34 0.32
H -3.87 -0.22 3.55
H -5.49 -0.43 2.81
H -4.74 1.16 2.84
H -0.68 -6.62 -1.34
H 1.36 -7.40 0.77
C 0.07 -5.82 -1.45
C 1.80 -6.60 0.16
N 0.80 -5.59 -0.20
H -0.39 -4.86 -1.72
C 0.81 -4.40 0.37
O -0.04 -3.50 0.09
H 2.61 -6.12 0.72
H 1.59 -4.19 1.11
H 0.76 -6.17 -2.24
H 2.18 -7.09 -0.74
H 1.57 2.04 -2.19
H -0.42 4.37 -2.62
C 0.91 1.93 -3.05
C -1.00 3.52 -3.04
N -0.45 2.20 -2.67
H 0.97 0.93 -3.45
C -1.36 1.25 -2.28
O -1.45 0.08 -2.68
H -2.05 3.62 -2.68
H -2.06 1.69 -1.49
H 1.14 2.68 -3.78
H -0.93 3.61 -4.16
O 2.46 2.66 -0.09
C 1.92 3.57 0.72
C -0.58 3.18 0.24
C 0.47 3.23 1.13
H -0.36 3.14 -0.81
C -1.92 3.17 0.63
H 2.46 3.57 1.71
C 0.17 3.21 2.49
H -2.74 3.35 -0.04
C -2.19 2.97 1.98
C -1.14 2.89 2.89
H 0.95 3.44 3.23
H -3.22 2.97 2.34
H -1.32 2.69 3.96
Si 4.04 -0.81 -1.42
Cl 0.48 0.33 -0.25
C 4.32 -0.27 -3.17
C 4.77 -2.31 -0.54
C 4.23 0.58 -0.16
H 3.37 -0.22 -3.74
H 4.98 -1.05 -3.60
H 4.81 0.71 -3.15
H 3.72 1.52 -0.46
H 5.33 0.71 -0.19
H 3.91 0.33 0.88
H 4.05 -2.71 0.20
H 5.68 -2.00 -0.02
H 4.98 -3.08 -1.28
F 1.93 -0.40 6.13
C 1.42 -0.59 4.86
C 0.65 -1.73 4.61
C 0.26 -1.97 3.27
C 0.67 -1.11 2.27
C 1.47 -0.01 2.53
C 1.80 0.32 3.88
H 0.40 -2.41 5.43
H -0.39 -2.83 3.08
H 1.89 0.65 1.75
H 2.34 1.24 4.16

---

85
Properties=species:S:1:pos:R:3 method="wB97M-V/def2-TZVPD" orbital_gap_ev="4.7 / 4.8" multiplicity=2 total_charge=+1 homo_ha="-0.3713 / -0.3703" de_lowest_kcal_mol=90.8 total_energy_ev=-135511.3184
Ir -0.04 -0.11 -0.22
C 2.83 3.59 -0.53
Si 3.57 2.09 0.40
C 3.26 2.25 2.28
C 5.47 2.13 0.12
Ge 2.44 -0.17 -0.07
Si 3.73 -0.61 -2.42
C 5.62 -0.39 -2.27
C 3.32 -2.32 -3.17
C 2.91 0.81 -3.38
Si 3.49 -1.72 1.58
C 5.27 -1.34 2.15
C 2.29 -1.40 3.05
C 3.38 -3.52 0.96
H 2.17 4.15 0.13
H 2.26 3.31 -1.41
H 3.62 4.26 -0.85
H 3.27 3.30 2.58
H 4.05 1.75 2.84
H 2.31 1.82 2.58
H 5.90 2.83 0.84
H 5.71 2.49 -0.87
H 5.95 1.17 0.27
H 6.05 -0.89 -1.41
H 5.90 0.66 -2.21
H 6.11 -0.79 -3.16
H 3.52 -3.13 -2.48
H 3.92 -2.47 -4.06
H 2.28 -2.37 -3.46
H 3.31 1.78 -3.08
H 1.84 0.81 -3.24
H 3.09 0.70 -4.45
H 5.36 -0.34 2.57
H 6.00 -1.42 1.34
H 5.57 -2.04 2.92
H 2.66 -0.59 3.68
H 2.19 -2.28 3.68
H 1.30 -1.13 2.69
H 3.80 -3.65 -0.03
H 2.34 -3.85 0.92
H 3.91 -4.19 1.63
C -2.83 0.31 2.03
Si -2.40 -0.29 0.25
C -3.29 0.90 -0.99
C -3.04 -2.06 -0.10
C -3.31 -2.98 0.91
C -3.75 -4.26 0.60
C -3.92 -4.64 -0.72
C -3.66 -3.73 -1.73
C -3.21 -2.46 -1.42
H -3.89 0.19 2.21
H -2.60 1.36 2.14
H -2.30 -0.23 2.81
H -4.31 0.57 -1.15
H -2.80 0.95 -1.96
H -3.33 1.91 -0.59
H -3.20 -2.69 1.95
H -3.96 -4.96 1.39
H -4.26 -5.63 -0.95
H -3.82 -4.01 -2.76
H -3.00 -1.76 -2.23
N -1.67 5.02 -3.34
C -1.40 4.51 -2.35
C -1.05 3.88 -1.13
C -1.37 4.48 0.10
C -0.94 3.83 1.26
C -0.24 2.65 1.16
N 0.05 2.06 -0.03
C -0.35 2.69 -1.15
H -1.92 5.40 0.13
H -1.13 4.25 2.23
H 0.11 2.14 2.04
H -0.07 2.22 -2.09
S 0.20 -1.96 -1.87
C 0.28 -3.44 -0.94
C 0.73 -4.60 -1.56
C 0.72 -5.80 -0.87
C 0.24 -5.85 0.42
C -0.19 -4.69 1.05
C -0.16 -3.49 0.39
H 1.08 -4.54 -2.58
H 1.08 -6.69 -1.36
H 0.19 -6.80 0.94
H -0.56 -4.74 2.07
H -0.47 -2.57 0.88

---

84
Properties=species:S:1:pos:R:3 method="wB97M-V/def2-TZVPD" orbital_gap_ev=6.7 total_charge=+1 homo_ha=-0.3775 de_lowest_kcal_mol=6.2 total_energy_ev=-60874.9698
Os -1.14 1.06 0.70
C -2.20 1.28 -2.27
C -1.42 2.51 -1.90
C -1.19 3.51 -2.86
C -0.40 4.58 -2.55
C 0.18 4.68 -1.27
C 1.02 5.75 -0.88
C 1.52 5.79 0.38
C 1.20 4.78 1.31
C 0.39 3.74 0.96
S -0.08 2.47 2.08
C -0.12 3.67 -0.34
N -0.92 2.59 -0.67
H -2.62 1.38 -3.27
H -3.00 1.11 -1.55
H -1.55 0.41 -2.25
H -1.63 3.41 -3.83
H -0.20 5.35 -3.29
H 1.25 6.53 -1.60
H 2.17 6.61 0.69
H 1.59 4.84 2.32
C -3.55 3.38 1.03
C -4.14 1.98 1.21
C -5.20 1.67 0.15
C -3.07 0.88 1.38
H -4.32 4.14 1.11
H -3.09 3.48 0.05
H -2.79 3.59 1.79
H -4.69 1.99 2.16
H -4.82 1.68 -0.87
H -5.99 2.41 0.20
H -5.65 0.69 0.33
H -2.89 0.78 2.46
H -3.40 -0.09 1.01
N -0.60 -0.60 0.31
P 0.54 -1.72 0.23
N 1.09 -2.09 1.73
C 1.89 -3.28 2.03
C 3.25 -2.88 2.61
C 3.06 -2.01 3.85
C 2.15 -0.82 3.55
C 0.83 -1.30 2.94
N 1.69 -1.18 -0.80
C 2.92 -1.95 -1.04
C 4.13 -1.03 -0.93
C 4.10 0.04 -2.03
C 2.66 0.32 -2.48
C 1.70 0.21 -1.30
N 0.02 -3.15 -0.38
C -0.19 -3.32 -1.82
C -1.65 -3.11 -2.21
C -2.56 -4.03 -1.40
C -2.31 -3.84 0.10
C -0.83 -4.04 0.42
H 2.00 -3.90 1.14
H 1.35 -3.89 2.77
H 3.80 -2.32 1.85
H 3.83 -3.77 2.84
H 4.03 -1.67 4.22
H 2.61 -2.61 4.64
H 2.63 -0.15 2.83
H 1.95 -0.25 4.45
H 0.18 -0.46 2.70
H 0.30 -1.94 3.66
H 2.89 -2.42 -2.03
H 2.99 -2.76 -0.32
H 5.05 -1.62 -0.99
H 4.11 -0.56 0.05
H 4.69 -0.27 -2.89
H 4.55 0.96 -1.66
H 2.35 -0.41 -3.24
H 2.57 1.30 -2.93
H 0.69 0.48 -1.61
H 2.01 0.91 -0.51
H 0.13 -4.33 -2.09
H 0.46 -2.62 -2.35
H -1.77 -3.28 -3.28
H -1.92 -2.06 -2.01
H -2.35 -5.07 -1.67
H -3.60 -3.84 -1.64
H -2.90 -4.54 0.68
H -2.60 -2.83 0.40
H -0.53 -5.07 0.20
H -0.64 -3.86 1.48

---

77
Properties=species:S:1:pos:R:3 method="wB97M-V/def2-TZVPD" orbital_gap_ev=5.6 total_charge=+1 homo_ha=-0.4096 de_lowest_kcal_mol=22.9 total_energy_ev=-38706.4117
C -7.19 5.63 6.42
C -6.46 4.63 5.53
C -6.34 3.29 6.25
C -7.30 4.40 4.26
C -5.08 5.27 5.21
Si -3.57 4.35 4.48
C -4.17 3.72 2.81
C -2.34 5.76 4.27
H -2.78 3.22 5.28
H -7.38 6.56 5.88
H -8.15 5.23 6.76
H -6.59 5.87 7.30
H -6.07 2.49 5.56
H -5.61 3.32 7.08
H -7.32 3.03 6.68
H -6.79 3.73 3.55
H -8.24 3.92 4.54
H -7.53 5.34 3.75
H -5.25 6.12 4.53
H -4.69 5.73 6.14
H -5.14 4.15 2.54
H -3.45 4.04 2.05
H -4.24 2.63 2.77
H -2.84 6.72 4.04
H -1.75 5.89 5.19
H -1.63 5.54 3.45
C -4.35 -0.67 1.71
C -3.75 -0.90 3.06
C -3.97 0.04 4.07
C -3.52 -0.18 5.38
C -4.04 0.71 6.48
C -2.58 -1.20 5.60
C -1.77 -1.24 6.88
C -2.49 -1.96 8.04
C -1.25 0.17 7.35
C -0.81 1.09 6.27
C 0.53 1.54 6.24
C 1.40 1.17 5.14
C 0.96 0.24 4.05
C 2.73 1.56 5.17
C 3.25 2.34 6.19
C 4.69 2.76 6.14
C 2.42 2.66 7.28
C 1.09 2.26 7.34
C 0.30 2.62 8.57
C -2.49 -2.23 4.65
C -1.81 -3.52 4.98
C -3.02 -2.05 3.37
H -4.29 -1.57 1.09
H -5.40 -0.38 1.80
H -3.82 0.15 1.20
H -4.55 0.94 3.83
H -4.16 0.16 7.41
H -3.40 1.59 6.65
H -5.03 1.09 6.22
H -0.87 -1.84 6.67
H -2.87 -2.93 7.71
H -1.77 -2.13 8.85
H -3.33 -1.40 8.44
H -1.98 0.67 8.02
H -0.38 -0.05 7.99
H -1.45 1.21 5.40
H 1.65 0.30 3.21
H 0.98 -0.81 4.40
H -0.04 0.46 3.67
H 3.40 1.24 4.35
H 4.92 3.43 6.97
H 5.34 1.88 6.23
H 4.93 3.25 5.19
H 2.85 3.24 8.10
H 0.91 3.22 9.24
H -0.59 3.21 8.33
H -0.04 1.74 9.13
H -1.94 -4.22 4.14
H -0.73 -3.39 5.15
H -2.25 -3.98 5.88
H -2.87 -2.83 2.61